Computed, not measured: 2 unconnected molecules or ions with the total composition CH4NO3S, with ωB97M-V/def2-TZVPD.

Values from the calculation:
Calculated total energy in Eh: -719.08741
ΔE to the lowest compared entry with this formula, charge and spin in eV: 3.367
HOMO energy (spin up / spin down) in eV: -3.34 / -3.34
Charge: -1
Frontier orbital gap (spin up / spin down) in eV: 7.244 / 7.243

Last column: Mulliken charge in e.
Geometry (Å):
S 0.053 0.972 0.353  0.652
O -3.138 -0.407 0.350  -0.419
O 0.533 1.122 1.766  -0.678
O 0.376 2.178 -0.444  -0.677
N -1.959 -0.687 0.356  0.058
C 1.218 -0.339 -0.345  -1.076
H 1.526 -1.112 0.418  0.257
H 0.821 -0.916 -1.145  0.304
H -1.524 -0.844 -0.562  0.186
H 2.095 0.033 -0.746  0.393

Computed, not measured: 3 unconnected molecules or ions with the total composition C17H17F5NO6PS, with ωB97M-V/def2-TZVPD.

Values from the calculation:
Calculated total energy in Eh: -2402.99032
ΔE to the lowest compared entry with this formula, charge and spin in eV: 0.000
HOMO energy in eV: -9.39
SMILES: CCP(C)N(C(F)(F)C(F)F)S(=O)(=O)F.O=C1C=CC(=O)C=C1.O=C1C=CC(=O)C=C1
Frontier orbital gap in eV: 7.672

Last column: Mulliken charge in e.
Geometry (Å):
S -1.732 -2.814 -1.183  1.069
P 0.679 -1.286 -1.864  0.002
F -1.351 -3.128 -2.650  -0.203
F -1.434 1.521 -0.861  -0.213
F -2.014 -1.390 0.994  -0.313
F -0.145 -0.295 0.809  -0.254
F -3.277 0.349 -0.640  -0.241
O -1.065 -3.776 -0.387  -0.558
O -6.747 3.294 -3.441  -0.536
O 3.623 -0.972 7.568  -0.537
O -3.134 -2.651 -1.158  -0.560
O 4.366 -2.574 2.579  -0.586
O -1.541 3.876 -4.203  -0.550
N -0.986 -1.317 -1.098  0.223
C -5.018 4.523 -4.460  -0.432
C 2.947 -2.401 5.824  -0.338
C -2.100 0.661 -0.051  0.116
C 2.784 -1.105 0.136  -1.017
C 4.859 -0.747 5.578  -0.345
C 5.046 -1.149 4.324  -0.382
C -3.711 4.671 -4.652  -0.390
C 3.134 -2.803 4.570  -0.391
C -3.269 2.645 -3.186  -0.135
C 1.787 -2.022 -0.572  -0.473
C -4.576 2.495 -2.995  -0.229
C 4.198 -2.209 3.724  0.524
C -5.555 3.424 -3.615  0.284
C 3.794 -1.340 6.428  0.350
C -2.734 3.742 -4.029  0.294
C 1.089 0.486 -1.852  -1.109
C -1.278 -0.624 0.146  0.470
H 2.530 -3.572 4.105  0.435
H 2.179 -2.817 6.464  0.412
H 3.425 -1.702 0.783  0.292
H -4.990 1.702 -2.385  0.489
H -2.535 1.985 -2.747  0.367
H -2.280 1.139 0.913  0.302
H 5.813 -0.734 3.683  0.423
H 0.411 1.002 -2.526  0.350
H 2.333 -2.794 -1.114  0.591
H -3.294 5.463 -5.261  0.411
H 1.159 -2.523 0.163  0.293
H 1.107 0.977 -0.885  0.299
H 5.462 0.023 6.042  0.403
H 2.083 0.521 -2.298  0.452
H 2.283 -0.358 0.748  0.246
H 3.427 -0.579 -0.569  0.282
H -5.754 5.184 -4.901  0.410

Computed, not measured: a single C5H8O molecule, with ωB97M-V/def2-TZVPD.

Values from the calculation:
Calculated total energy in Eh: -270.44802
ΔE to the lowest compared entry with this formula, charge and spin in eV: 2.990
HOMO energy in eV: -8.00
Frontier orbital gap in eV: 8.945

Last column: Mulliken charge in e.
Geometry (Å):
O 0.030 0.905 1.529  -0.125
C -1.051 -0.361 -0.333  -0.428
C 1.281 0.694 1.215  -0.391
C 1.428 0.033 -0.155  -0.462
C 0.332 -1.022 -0.366  -0.530
C -0.987 0.923 0.491  -0.499
H -1.370 -0.082 -1.345  0.268
H 2.422 -0.417 -0.128  0.354
H -1.801 -1.051 0.064  0.277
H 0.412 -1.751 0.448  0.292
H 0.479 -1.569 -1.301  0.318
H -1.915 1.167 1.005  0.328
H -0.706 1.770 -0.137  0.308
H 1.447 0.760 -0.986  0.291